No. 1
94
Properties=species:S:1:pos:R:3:lowdin_charge:R:1 method="wB97M-V/def2-TZVPD" total_charge=+1 homo_energy_ha=-0.4015 gap_ev=6.150 fmax_ha_per_bohr=0.027 e_above_lowest_kcal_mol=41.6
C -2.02 -1.49 2.84 -0.360
H 0.62 3.16 -5.31 0.103
H 0.43 1.67 3.15 0.087
C 0.78 -4.45 -0.56 -0.060
H -0.32 -6.18 2.15 0.112
H 1.42 1.61 -5.04 0.084
H -2.22 -1.29 -5.74 0.099
H -1.88 0.43 -5.67 0.075
H 1.29 -0.79 -4.47 0.047
H -0.55 -0.73 -5.64 0.075
N -3.64 4.16 -0.25 -0.217
C 1.27 -0.58 -3.40 -0.206
Pd -0.38 0.73 -0.62 0.400
P -1.16 -1.39 1.26 0.479
H -3.88 -0.78 -3.83 0.098
C 4.13 -3.30 0.37 -0.066
H 1.34 2.97 5.06 0.110
H 4.37 0.17 2.32 0.113
C 2.40 -2.49 2.40 -0.082
S 2.10 0.89 -0.51 0.473
C -0.12 4.04 0.72 -0.045
C -2.45 4.62 0.06 -0.383
C -1.43 3.62 0.32 -0.382
H 2.89 -4.34 3.35 0.115
H 1.12 5.69 1.12 0.112
H -3.71 -2.52 1.98 0.104
H 3.76 2.88 5.57 0.111
H 4.44 -5.06 1.56 0.112
H -2.40 -2.68 -3.75 0.097
Si -0.28 0.35 -2.99 0.706
S -2.44 -0.84 -0.18 0.417
N -1.83 2.36 0.21 -0.311
C -3.95 -2.16 4.09 -0.060
H -1.90 2.88 -2.51 0.033
C 1.49 1.63 3.39 -0.096
H -1.60 -2.23 -2.25 0.006
H 0.64 3.30 0.92 0.084
C 3.70 0.78 2.92 -0.074
C -0.16 -5.34 1.48 -0.065
P 1.73 -0.10 1.20 0.478
H 1.90 2.41 -2.65 0.039
C 2.60 -1.68 1.28 -0.368
H 0.40 -2.38 -0.93 0.077
H -1.24 4.00 -3.71 0.099
C 3.36 2.31 4.75 -0.065
C -3.27 -2.10 2.88 -0.099
H 1.10 3.92 -3.09 0.099
C -1.42 2.94 -3.50 -0.078
H -1.72 -0.57 6.08 0.111
C 3.92 -4.11 1.48 -0.063
C -1.72 -0.63 -3.76 -0.629
H -0.64 -2.54 -3.72 0.080
C 0.24 -3.21 -0.26 -0.107
C 0.58 -5.52 0.32 -0.064
C -1.57 -0.54 -5.29 -0.084
H 3.61 -1.45 -0.60 0.078
H 4.80 -3.61 -0.41 0.111
C 2.00 2.36 4.46 -0.065
Se -3.56 2.41 -0.22 1.120
H -1.26 -3.96 2.69 0.104
C 2.34 0.83 2.62 -0.341
H -2.13 2.57 -4.24 0.074
C 0.46 2.13 -4.98 -0.074
H 1.73 -2.17 3.19 0.116
C -0.86 6.36 0.51 -0.061
C -1.46 -0.94 3.99 -0.071
H 5.27 1.48 4.21 0.112
H -0.22 1.67 -5.69 0.062
C 3.46 -2.08 0.26 -0.098
H -4.93 -2.64 4.13 0.112
C -0.49 -3.03 0.91 -0.341
C -3.40 -1.61 5.24 -0.063
C -1.57 -2.10 -3.34 -0.114
H -2.88 6.76 -0.07 0.120
C 4.21 1.52 3.98 -0.062
C -3.12 -0.12 -3.39 -0.111
H -0.49 -0.46 3.94 0.088
H -3.95 -1.64 6.17 0.111
H -3.31 0.89 -3.77 0.066
H 1.35 -4.60 -1.47 0.115
H -0.60 7.40 0.59 0.110
H -3.29 -0.10 -2.32 -0.034
C 0.94 2.92 -2.68 -0.146
C 3.05 -3.71 2.49 -0.061
C -0.09 2.18 -3.55 -0.613
H 1.01 -6.49 0.09 0.112
C 0.00 -0.10 1.34 -0.482
H 1.32 -1.52 -2.86 0.025
H 0.60 3.05 -1.65 0.020
C 0.13 5.36 0.81 -0.051
H 2.15 0.00 -3.14 0.007
C -2.12 6.02 0.15 -0.013
C -2.15 -1.00 5.19 -0.063
C -0.69 -4.09 1.78 -0.068

***

No. 2
100
Properties=species:S:1:pos:R:3:lowdin_charge:R:1 method="wB97M-V/def2-TZVPD" spin_multiplicity=4 homo_energy_ha="-0.2554 / -0.2563" gap_ev="6.357 / 4.729" fmax_ha_per_bohr=0.080 e_above_lowest_kcal_mol=47.0
C -6.06 -0.39 -1.16 -0.014
H -4.00 -3.06 5.78 0.104
C -3.75 0.94 -4.78 -0.016
C -2.26 2.57 -0.41 -0.596
Cl 3.35 -3.80 2.39 0.623
H -1.64 3.28 4.70 0.106
C 1.71 1.85 -2.06 -0.131
H 2.21 4.79 5.75 0.103
H -0.66 -0.05 -3.60 0.056
H -3.20 3.55 1.26 0.095
H -6.41 -1.73 1.26 0.089
C -2.11 -1.29 3.62 -0.109
C -1.53 -0.39 4.51 -0.062
C 5.15 3.97 -0.28 -0.083
O -3.24 0.01 -2.68 -0.134
C 4.98 2.60 -0.19 -0.071
C -2.76 -1.41 6.32 -0.130
C 0.22 4.10 5.36 -0.089
H 2.97 1.30 -5.15 0.098
C 1.38 0.55 -1.66 -0.306
H 3.17 3.78 3.74 0.115
Br -1.08 0.78 7.06 0.735
H -2.45 2.00 1.65 0.066
H -3.98 2.03 0.78 0.079
H -1.30 1.59 -3.66 0.082
H 2.47 4.97 1.51 0.119
H -2.48 -1.40 -5.60 0.088
H 5.98 4.38 -0.83 0.101
C -3.31 -2.31 5.42 -0.071
Cl 3.90 -3.85 -0.47 0.612
C 3.01 2.93 1.15 -0.182
C -1.72 -1.18 2.16 -0.631
H 3.74 1.01 0.58 0.085
H -6.40 0.56 -0.76 0.088
H -3.50 0.97 -5.84 0.086
O -1.14 -0.11 1.86 -0.168
H -5.42 -3.10 -0.60 0.092
H -0.19 4.56 6.24 0.104
C -0.59 3.38 4.50 -0.094
H -0.39 3.13 0.49 0.052
N 1.14 1.46 1.21 -0.052
N 1.72 -1.10 0.49 -0.012
C -5.02 -1.01 -0.22 -0.624
H -0.65 2.21 2.69 0.071
H -4.00 2.33 -1.68 0.080
H 1.47 -1.50 -2.30 0.066
C 1.58 4.23 5.08 -0.075
C -3.18 3.03 -1.54 -0.014
H -2.62 3.11 -2.48 0.081
H -4.29 -2.35 -1.74 0.075
C -1.36 0.60 -4.11 -0.021
H -4.77 0.56 -4.68 0.085
C 2.25 2.12 -3.31 -0.090
C -2.99 -2.25 4.08 -0.025
Re 0.33 0.10 0.14 1.368
C -0.05 2.80 3.37 -0.037
O -1.74 1.26 -0.70 -0.242
H -0.82 0.35 4.15 0.092
H 2.46 -1.03 -4.48 0.102
C -4.60 -2.40 -0.70 -0.030
S -1.15 -1.57 -0.91 0.556
C -5.54 -1.09 1.22 -0.006
H -6.91 -1.06 -1.27 0.088
O -3.89 -0.14 -0.19 -0.121
C -2.81 -1.39 -4.56 -0.019
H -1.05 0.67 -5.15 0.097
H -0.50 3.51 -1.23 0.077
H -1.37 4.51 -0.06 0.097
H -4.76 -1.50 1.85 0.068
C 2.52 1.09 -4.19 -0.098
O -2.00 -2.12 1.40 -0.108
C -1.86 -0.46 5.85 -0.658
C 2.12 3.67 3.94 -0.032
C 2.53 -1.92 0.71 -0.246
H -3.00 -1.44 7.37 0.097
C 3.91 2.07 0.51 -0.038
H 5.68 1.93 -0.67 0.105
C -2.77 0.04 -4.02 -0.630
Si -2.63 -0.06 -1.18 -0.058
H -3.59 4.01 -1.31 0.098
C -1.05 3.50 -0.30 -0.015
H -3.41 -2.96 3.38 0.114
C -3.03 2.54 0.91 -0.009
H -3.72 1.95 -4.38 0.075
Cl 5.13 -1.81 1.21 0.600
C 3.18 4.31 1.05 -0.038
H -5.80 -0.10 1.58 0.087
H -2.14 -2.02 -3.98 0.076
C 3.63 -2.78 0.94 -1.542
H 4.36 5.89 0.25 0.103
C 1.80 2.37 1.80 -0.291
H 1.56 2.67 -1.38 0.076
C 1.68 -0.47 -2.57 -0.178
H 2.47 3.15 -3.59 0.102
H -5.60 -0.22 -2.13 0.070
C 4.24 4.82 0.33 -0.076
C 1.30 2.96 3.05 -0.158
H -3.81 -1.79 -4.50 0.086
C 2.24 -0.21 -3.81 -0.103
H -3.76 -2.74 -0.10 0.064